Version w
ORCA calculation (ωB97M-V/def2-TZVPD) on a 2-piece molecular cluster, C3H4F3NO overall.

Each atom is followed by the atoms it is bonded to, with distances in Å.
Element x y z (Å)
1 C 0.83 0.19 0.23  C2 1.465, O5 1.164
2 C -0.32 -0.33 0.99  C1 1.465, N4 1.442, H9 1.095, H10 1.096
3 C -0.14 0.23 -2.40  F6 1.356, F7 1.344, F8 1.351
4 N -0.15 -0.23 2.41  C2 1.442, H11 1.011, H12 1.012
5 O 1.89 0.67 0.36  C1 1.164
6 F -1.44 0.57 -2.27  C3 1.356
7 F 0.47 1.14 -3.18  C3 1.344
8 F -0.08 -0.98 -3.00  C3 1.351
9 H -0.49 -1.36 0.69  C2 1.095
10 H -1.20 0.25 0.68  C2 1.096
11 H 0.06 0.71 2.72  N4 1.011
12 H 0.56 -0.86 2.78  N4 1.012

Values from the calculation:
- orbital gap (alpha / beta) (eV) = 9.351 / 7.547
- multiplicity = 1


Version x
ORCA calculation (ωB97M-V/def2-TZVPD) on a 2-piece molecular cluster, C3H4F3NO overall.

Each atom is followed by the atoms it is bonded to, with distances in Å.
Element x y z (Å)
1 C 0.39 0.78 -0.73  C3 1.448, H9 1.022
2 C -0.91 0.32 1.85  N4 1.459, H10 1.048, H11 1.061, H12 1.198
3 C 0.90 -0.11 -1.76  C1 1.448, F6 1.313, F7 1.362, F8 1.473
4 N -0.70 -0.48 0.64  C2 1.459, O5 1.175
5 O -1.20 -1.48 0.28  N4 1.175
6 F 0.14 -0.85 -2.53  C3 1.313
7 F 1.71 0.55 -2.64  C3 1.362
8 F 1.78 -1.14 -1.18  C3 1.473
9 H 1.05 1.05 0.00  C1 1.022
10 H -1.06 -0.36 2.63  C2 1.048
11 H -0.09 0.99 1.80  C2 1.061
12 H -2.01 0.74 1.64  C2 1.198

Values from the calculation:
- orbital gap (alpha / beta) (eV) = 7.668 / 7.660
- multiplicity = 1


version w ends up most stable, edging out the next structure by 79.9 kcal/mol.


Version w
ORCA calculation (ωB97M-V/def2-TZVPD) on a 2-piece molecular cluster, C3H8NO2 overall.

Each atom is followed by the atoms it is bonded to, with distances in Å.
Element x y z (Å)
1 C 1.07 0.12 -1.00  C3 1.496, H7 1.133, H8 1.152, H9 1.059
2 C 0.69 -0.46 1.48  C3 1.554, H10 1.071, H11 1.082, H12 1.159
3 C 0.29 0.40 0.25  C1 1.496, C2 1.554, O6 1.297
4 N -1.74 -0.73 -0.60  O5 1.432, H13 1.023
5 O -2.63 0.34 -0.26  N4 1.432, H14 1.067
6 O -0.47 1.45 0.39  C3 1.297
7 H 1.66 1.07 -1.17  C1 1.133
8 H 0.48 -0.04 -1.98  C1 1.152
9 H 1.78 -0.63 -0.74  C1 1.059
10 H 0.04 -0.27 2.31  C2 1.071
11 H 1.77 -0.41 1.59  C2 1.082
12 H 0.49 -1.56 1.20  C2 1.159
13 H -1.33 -0.48 -1.50  N4 1.023
14 H -2.09 1.21 0.04  O5 1.067

Values from the calculation:
- total charge = -1
- orbital gap (alpha / beta) (eV) = 5.830 / 5.832
- multiplicity = 1


Version x
ORCA calculation (ωB97M-V/def2-TZVPD) on a 2-piece molecular cluster, C3H8NO2 overall.

Each atom is followed by the atoms it is bonded to, with distances in Å.
Element x y z (Å)
1 O 1.96 0.47 1.36  C2 1.269
2 C 1.51 -0.70 1.55  O1 1.269, H3 1.125, H4 1.121
3 H 2.18 -1.57 1.31  C2 1.125
4 H 0.77 -0.90 2.36  C2 1.121
5 C -0.23 0.07 -0.13  O6 1.379, C7 1.525, H9 1.129, H10 1.116
6 O 0.19 -1.19 0.23  C5 1.379
7 C -1.36 -0.04 -1.15  C5 1.525, N8 1.480, H11 1.081, H12 1.094
8 N -1.82 1.29 -1.61  C7 1.480, H13 1.031, H14 0.999
9 H -0.59 0.68 0.75  C5 1.129
10 H 0.61 0.65 -0.57  C5 1.116
11 H -1.01 -0.69 -1.94  C7 1.081
12 H -2.19 -0.57 -0.66  C7 1.094
13 H -1.04 1.78 -2.07  N8 1.031
14 H -2.58 1.26 -2.25  N8 0.999

Values from the calculation:
- total charge = -1
- orbital gap (eV) = 7.556
- multiplicity = 1


Version y
ORCA calculation (ωB97M-V/def2-TZVPD) on an isolated ion of composition C3H8NO2 and charge -1.

Each atom is followed by the atoms it is bonded to, with distances in Å.
Element x y z (Å)
1 O 0.02 1.78 -1.26  C2 1.289
2 C 0.45 0.64 -1.70  O1 1.289, N3 1.577, H7 1.132, H8 1.126
3 N -0.20 -0.65 -1.07  C2 1.577, C4 1.457, H9 1.019
4 C 0.04 -0.75 0.37  N3 1.457, C5 1.544, H10 1.095, H11 1.118
5 C -0.60 0.42 1.14  C4 1.544, O6 1.446, H12 1.084, H13 1.081
6 O -0.96 0.03 2.48  C5 1.446, H14 0.953
7 H 1.55 0.42 -1.55  C2 1.132
8 H 0.21 0.43 -2.78  C2 1.126
9 H 0.35 -1.36 -1.54  N3 1.019
10 H -0.33 -1.72 0.74  C4 1.095
11 H 1.13 -0.70 0.57  C4 1.118
12 H 0.08 1.27 1.16  C5 1.084
13 H -1.51 0.64 0.60  C5 1.081
14 H -0.22 -0.45 2.84  O6 0.953

Values from the calculation:
- total charge = -1
- orbital gap (eV) = 6.465
- SMILES string = [O-]CNCCO
- multiplicity = 1


version x ends up most stable, edging out the next structure by 1.4 kcal/mol.